# 1
ORCA calculation (the ωB97M-V functional and the def2-TZVPD basis) on a structure of composition C48H47N5P2STi in a non-equilibrium geometry.

As for the gap between HOMO and LUMO (alpha / beta): 6.7 / 6.9 eV. The spin multiplicity is 2. Its charge is +3.

Structure (XYZ):
```
104
Properties=species:S:1:pos:R:3:lowdin_spin:R:1
Ti 0.957 -0.183 0.269 0.937
C 2.302 0.692 2.594 0.002
C 2.186 1.939 1.693 0.002
C 0.721 2.205 1.225 0.002
C -0.735 3.722 0.623 0.002
C -2.042 3.255 1.128 -0.002
C -2.234 2.097 1.807 0.000
C -1.299 1.021 1.849 0.003
N -0.045 1.004 1.499 0.001
N 2.408 -0.491 1.735 -0.002
C 3.797 -0.632 1.249 0.000
C 3.996 -0.054 -0.125 0.001
C 5.283 0.077 -0.638 0.000
C 5.476 0.731 -1.842 0.000
C 4.358 1.225 -2.498 0.000
C 3.109 0.985 -1.961 0.000
N 2.907 0.354 -0.795 -0.001
C 1.928 -1.782 2.263 0.012
C 1.986 -2.700 1.069 0.004
C 2.497 -3.990 1.063 0.000
C 2.647 -4.647 -0.152 0.000
C 2.300 -3.980 -1.319 0.000
C 1.747 -2.718 -1.226 0.003
N 1.590 -2.080 -0.061 0.007
H 1.421 0.606 3.246 0.000
H 3.187 0.789 3.241 0.000
H 2.902 1.898 0.867 0.000
H 2.484 2.807 2.290 0.000
H -0.796 4.715 0.181 0.000
H -2.857 3.964 1.084 0.000
H -3.200 1.901 2.253 0.000
H -1.706 0.054 2.132 0.001
H 4.089 -1.688 1.222 0.000
H 4.494 -0.137 1.940 0.000
H 6.121 -0.317 -0.083 0.000
H 6.465 0.862 -2.250 0.000
H 4.449 1.782 -3.414 0.000
H 2.238 1.327 -2.499 0.000
H 0.868 -1.661 2.595 0.003
H 2.536 -2.150 3.102 0.002
H 2.790 -4.472 1.983 0.000
H 3.053 -5.644 -0.194 0.000
H 2.455 -4.427 -2.287 0.000
H 1.449 -2.185 -2.122 0.000
C -0.115 0.347 -2.165 0.002
C -1.042 -0.866 -2.222 0.003
P -1.301 -1.442 -0.458 0.002
C -3.141 -1.368 -0.339 0.002
C -3.890 -2.526 -0.562 0.000
C -5.272 -2.460 -0.625 0.000
C -5.932 -1.255 -0.444 0.000
C -5.195 -0.111 -0.183 0.000
C -3.814 -0.164 -0.135 0.000
C -1.051 -3.261 -0.549 -0.001
C -1.212 -4.002 -1.720 0.000
C -1.012 -5.371 -1.703 0.000
C -0.658 -6.015 -0.529 0.000
C -0.544 -5.291 0.648 0.000
C -0.730 -3.920 0.637 0.000
P -1.057 1.598 -1.123 0.005
C 0.179 2.728 -0.190 0.005
C 0.251 3.567 1.807 -0.001
C 1.314 4.619 1.780 0.000
C 2.020 5.003 0.708 -0.001
C 1.933 4.466 -0.632 0.000
C 1.147 3.465 -1.045 0.000
C -1.608 2.799 -2.384 0.002
C -2.730 3.560 -2.055 0.000
C -3.243 4.487 -2.942 0.000
C -2.665 4.647 -4.191 0.000
C -1.577 3.865 -4.541 0.000
C -1.045 2.952 -3.650 0.000
H 0.146 0.676 -3.175 0.000
H 0.798 0.047 -1.606 0.003
H -0.604 -1.656 -2.839 0.000
H -2.009 -0.585 -2.655 0.000
H -3.412 -3.483 -0.707 0.000
H -5.832 -3.360 -0.829 0.000
H -7.008 -1.212 -0.499 0.000
H -5.701 0.831 -0.033 0.000
H -3.266 0.748 0.046 0.000
H -1.534 -3.529 -2.637 0.000
H -1.139 -5.935 -2.614 0.000
H -0.495 -7.079 -0.529 0.000
H -0.303 -5.796 1.569 0.000
H -0.640 -3.352 1.555 0.000
H -0.218 3.517 2.791 0.000
H 1.468 5.133 2.717 0.000
H 2.727 5.811 0.834 0.000
H 2.557 4.957 -1.365 0.000
H 1.122 3.220 -2.099 0.000
H -3.207 3.417 -1.095 0.000
H -4.106 5.073 -2.673 0.000
H -3.063 5.363 -4.893 0.000
H -1.139 3.961 -5.521 0.000
H -0.192 2.373 -3.974 0.000
S -2.865 -2.189 4.899 0.000
C -1.469 -1.559 5.661 0.000
C -0.507 -1.287 4.741 0.000
N -0.846 -1.557 3.451 0.001
C -2.059 -2.033 3.394 0.000
H -1.426 -1.428 6.723 0.000
H 0.466 -0.889 4.961 0.000
H -2.532 -2.315 2.469 0.000
```

=====

# 2
ORCA calculation (the ωB97M-V functional and the def2-TZVPD basis) on a cluster of 2 separate species, C3H8NO4PS in total in a non-equilibrium geometry.

As for the gap between HOMO and LUMO (alpha / beta): 8.2 / 8.2 eV. As for the energy above the lowest of the compared OMol25 structures with the same formula, charge and spin: 390.7 kJ/mol.

Structure (XYZ):
```
18
Properties=species:S:1:pos:R:3:nbo_charge:R:1
C 0.450 0.665 -0.580 -0.856
C -1.212 0.345 1.130 0.799
C 0.231 0.846 0.835 -0.196
N 0.394 2.161 1.330 -0.861
O -1.843 1.019 2.114 -0.643
O -1.724 -0.562 0.499 -0.587
O 1.915 -2.131 -2.175 -1.112
O 0.547 -2.065 0.018 -0.964
P 0.134 -0.944 -1.038 1.708
S -1.020 -1.682 -2.610 -0.199
H 0.447 1.370 -1.305 0.253
H 0.967 0.367 1.421 0.240
H -1.303 1.632 2.486 0.493
H -0.205 2.860 0.869 0.379
H 0.917 2.406 2.123 0.398
H 1.882 -2.127 -3.076 0.438
H 1.483 -2.095 -0.202 0.542
H -2.059 -2.065 -1.837 0.169
```

=====

| no. | electronic energy (eV) |
| --- | --- |
| 1 | -110492.30040 |
| 2 | -33041.63495 |